[1]
This record from the Open Molecules 2025 dataset describes a cluster of 18 separate species, C81H213N15O24 in total at a distorted geometry. The level of theory is ωB97M-V/def2-TZVPD.

Positions of all 333 atoms, in Å:
C: -0.890 29.117 -22.852
C: -0.497 28.557 -21.513
C: 0.964 28.153 -21.421
O: -0.686 29.533 -20.541
H: -0.245 29.992 -22.933
H: -1.958 29.270 -23.009
H: -0.554 28.422 -23.622
H: -1.133 27.703 -21.280
H: 1.197 27.519 -22.277
H: 1.282 27.539 -20.578
H: 1.635 29.012 -21.450
H: -0.510 29.156 -19.677
C: -4.887 27.578 -21.490
C: -6.040 28.575 -21.378
C: -7.235 27.855 -20.799
O: -5.750 29.646 -20.509
H: -4.536 27.275 -20.504
H: -4.093 28.078 -22.045
H: -5.163 26.746 -22.137
H: -6.306 28.993 -22.349
H: -7.112 27.519 -19.770
H: -7.598 27.038 -21.423
H: -8.013 28.619 -20.798
H: -4.930 30.067 -20.777
C: -4.081 32.846 -20.486
C: -3.021 31.829 -20.241
C: -2.946 31.242 -18.813
O: -3.151 30.819 -21.170
H: -3.807 33.820 -20.081
H: -4.971 32.508 -19.954
H: -4.247 33.024 -21.548
H: -2.066 32.314 -20.443
H: -3.867 30.722 -18.552
H: -2.750 32.029 -18.085
H: -2.126 30.529 -18.727
H: -2.302 30.370 -21.164
C: -0.702 22.292 -14.602
O: -2.089 22.373 -14.942
C: -2.575 21.827 -16.099
C: -2.024 22.396 -17.483
N: -2.266 23.848 -17.651
C: -3.616 24.224 -18.074
C: -3.749 25.729 -17.843
O: -3.446 26.178 -16.505
C: -3.791 27.474 -16.270
H: -0.428 21.280 -14.305
H: -0.530 22.813 -13.660
H: -0.097 22.591 -15.457
H: -3.664 21.886 -16.082
H: -2.385 20.755 -16.134
H: -2.362 21.850 -18.364
H: -0.939 22.318 -17.430
H: -2.151 24.257 -16.734
H: -4.381 23.661 -17.537
H: -3.657 24.017 -19.143
H: -4.784 25.982 -18.075
H: -3.084 26.207 -18.562
H: -3.486 28.183 -17.039
H: -3.385 27.746 -15.295
H: -4.838 27.524 -15.973
C: -0.419 18.255 -15.393
O: -1.741 18.390 -15.014
C: -2.014 18.672 -13.612
C: -3.475 18.411 -13.289
N: -4.290 19.208 -14.260
C: -5.729 19.059 -14.129
C: -6.300 17.699 -14.503
O: -6.127 17.512 -15.867
C: -6.884 16.491 -16.421
H: 0.160 17.512 -14.844
H: 0.093 19.209 -15.269
H: -0.261 18.064 -16.454
H: -1.713 19.702 -13.424
H: -1.448 17.970 -12.999
H: -3.591 18.636 -12.229
H: -3.732 17.367 -13.471
H: -4.148 18.918 -15.217
H: -6.200 19.799 -14.776
H: -6.122 19.267 -13.134
H: -7.346 17.625 -14.208
H: -5.797 16.898 -13.961
H: -7.934 16.676 -16.193
H: -6.522 15.559 -15.987
H: -6.697 16.533 -17.494
C: 0.324 20.094 -10.753
O: 0.347 18.774 -11.281
C: 1.292 17.947 -10.661
C: 1.206 16.565 -11.311
N: -0.086 16.003 -10.950
C: -0.557 14.980 -11.871
C: -1.952 14.473 -11.611
O: -2.845 15.519 -11.709
C: -4.199 15.027 -11.513
H: -0.387 20.650 -11.364
H: 1.287 20.599 -10.823
H: 0.008 20.040 -9.711
H: 1.154 17.890 -9.582
H: 2.267 18.421 -10.772
H: 2.009 15.930 -10.938
H: 1.324 16.635 -12.392
H: -0.749 16.764 -10.975
H: 0.158 14.160 -11.946
H: -0.637 15.297 -12.911
H: -2.019 14.038 -10.613
H: -2.247 13.732 -12.354
H: -4.911 15.748 -11.915
H: -4.496 14.998 -10.465
H: -4.460 14.103 -12.029
C: 7.127 25.830 -8.313
O: 6.130 25.186 -9.017
C: 5.119 26.007 -9.555
C: 4.144 25.049 -10.332
N: 3.353 24.265 -9.409
C: 2.169 23.582 -9.983
C: 1.679 22.659 -8.840
O: 2.541 21.512 -8.755
C: 2.429 20.791 -7.580
H: 7.811 26.232 -9.061
H: 7.618 25.107 -7.661
H: 6.772 26.660 -7.703
H: 5.579 26.708 -10.252
H: 4.571 26.531 -8.772
H: 4.748 24.388 -10.955
H: 3.482 25.604 -10.998
H: 3.915 23.709 -8.781
H: 2.243 23.102 -10.959
H: 1.462 24.406 -10.074
H: 0.708 22.201 -9.029
H: 1.689 23.146 -7.864
H: 3.057 19.901 -7.614
H: 1.437 20.341 -7.538
H: 2.779 21.348 -6.711
C: -1.837 29.337 -13.046
O: -1.973 28.498 -11.881
C: -3.287 27.981 -11.740
C: -3.447 26.846 -10.749
N: -2.784 25.637 -11.176
C: -3.013 24.603 -10.131
C: -2.815 23.263 -10.785
O: -3.919 22.875 -11.538
C: -3.858 21.613 -12.143
H: -2.282 30.313 -12.853
H: -2.234 28.881 -13.953
H: -0.789 29.576 -13.224
H: -3.732 27.772 -12.713
H: -3.885 28.767 -11.279
H: -4.503 26.645 -10.569
H: -2.995 27.268 -9.851
H: -3.328 25.369 -11.983
H: -4.008 24.620 -9.686
H: -2.264 24.760 -9.355
H: -2.678 22.555 -9.967
H: -1.920 23.211 -11.405
H: -4.726 21.432 -12.777
H: -3.801 20.755 -11.472
H: -2.944 21.608 -12.737
C: 3.042 17.311 -18.304
O: 3.081 18.534 -17.517
C: 2.086 19.424 -18.012
C: 2.388 20.737 -17.310
N: 2.329 20.587 -15.861
C: 2.834 21.837 -15.210
C: 2.933 21.736 -13.662
O: 4.089 21.019 -13.334
C: 4.150 20.577 -11.982
H: 3.675 16.511 -17.919
H: 3.219 17.393 -19.377
H: 2.055 16.864 -18.182
H: 1.055 19.146 -17.795
H: 2.210 19.576 -19.084
H: 1.782 21.565 -17.677
H: 3.405 20.967 -17.628
H: 2.991 19.842 -15.700
H: 2.182 22.599 -15.637
H: 3.821 21.984 -15.647
H: 2.011 21.287 -13.292
H: 3.078 22.717 -13.210
H: 5.228 20.529 -11.832
H: 3.591 19.649 -11.863
H: 3.711 21.347 -11.347
C: -4.650 19.332 -18.210
C: -3.579 18.307 -18.608
C: -2.158 18.887 -19.036
O: -2.266 19.914 -19.994
C: -1.051 20.550 -20.375
N: -3.490 17.433 -17.488
H: -4.616 20.075 -19.007
H: -4.325 19.805 -17.284
H: -5.660 18.926 -18.158
H: -3.852 17.765 -19.513
H: -1.401 18.181 -19.379
H: -1.722 19.272 -18.114
H: -0.402 19.916 -20.980
H: -0.452 20.856 -19.517
H: -1.352 21.462 -20.890
H: -2.946 17.797 -16.719
H: -4.434 17.341 -17.140
C: 1.612 28.778 -17.865
C: 0.325 28.537 -17.102
C: -0.062 29.837 -16.295
O: 0.915 30.151 -15.313
C: 0.668 31.476 -14.802
N: -0.811 28.194 -17.912
H: 1.528 29.635 -18.533
H: 1.869 27.882 -18.429
H: 2.409 29.053 -17.174
H: 0.439 27.759 -16.346
H: -0.973 29.727 -15.707
H: -0.104 30.625 -17.047
H: 0.554 32.235 -15.575
H: 1.492 31.755 -14.145
H: -0.271 31.633 -14.270
H: -1.582 28.067 -17.272
H: -0.638 27.257 -18.249
C: -6.192 23.724 -14.558
C: -5.592 25.019 -13.973
C: -6.245 25.521 -12.654
O: -7.640 25.727 -12.868
C: -8.335 26.321 -11.745
N: -4.218 24.748 -13.672
H: -5.544 23.360 -15.355
H: -7.193 23.918 -14.943
H: -6.143 22.901 -13.845
H: -5.678 25.900 -14.609
H: -5.788 26.469 -12.370
H: -6.019 24.860 -11.818
H: -8.168 25.752 -10.831
H: -9.415 26.350 -11.891
H: -8.002 27.340 -11.545
H: -4.208 23.834 -13.243
H: -3.835 24.582 -14.591
C: -6.440 29.869 -17.218
C: -7.900 29.583 -17.226
C: -8.211 28.206 -16.700
O: -9.606 27.868 -16.754
C: -9.896 26.601 -16.119
N: -8.676 30.528 -16.459
H: -6.144 30.800 -17.703
H: -5.994 29.034 -17.758
H: -6.043 29.950 -16.206
H: -8.285 29.656 -18.243
H: -7.830 28.142 -15.681
H: -7.590 27.505 -17.257
H: -10.985 26.560 -16.159
H: -9.631 26.484 -15.068
H: -9.491 25.786 -16.718
H: -8.191 30.918 -15.664
H: -9.485 30.051 -16.088
C: -0.426 25.918 -13.998
C: 0.680 25.911 -12.930
C: 1.972 26.699 -13.244
O: 2.575 25.933 -14.262
C: 3.592 26.647 -14.964
N: 0.008 26.354 -11.699
H: -1.361 25.396 -13.797
H: 0.088 25.548 -14.886
H: -0.648 26.961 -14.221
H: 0.935 24.883 -12.670
H: 2.683 26.851 -12.431
H: 1.755 27.677 -13.672
H: 4.241 27.222 -14.303
H: 3.272 27.338 -15.744
H: 4.283 25.963 -15.457
H: -0.918 25.977 -11.557
H: -0.165 27.334 -11.869
C: 0.064 22.226 -24.056
C: -0.380 23.613 -24.619
C: -0.107 24.851 -23.787
O: -0.720 24.839 -22.496
C: -2.155 25.115 -22.503
N: -0.049 23.722 -26.038
H: -0.212 21.426 -24.743
H: -0.540 21.999 -23.178
H: 1.110 22.246 -23.750
H: -1.455 23.479 -24.738
H: -0.272 25.776 -24.340
H: 0.967 24.881 -23.599
H: -2.341 26.070 -22.993
H: -2.492 25.156 -21.468
H: -2.836 24.384 -22.940
H: 0.917 23.957 -26.217
H: -0.137 22.803 -26.448
C: -6.536 30.332 -12.410
C: -6.759 31.654 -13.138
C: -5.563 32.247 -13.883
O: -4.444 32.447 -12.976
C: -3.417 33.215 -13.512
N: -8.051 31.687 -13.889
H: -6.241 29.610 -13.172
H: -7.439 29.914 -11.966
H: -5.770 30.307 -11.634
H: -6.936 32.364 -12.330
H: -5.821 33.263 -14.183
H: -5.263 31.651 -14.745
H: -2.754 32.528 -14.038
H: -2.893 33.729 -12.707
H: -3.751 34.037 -14.146
H: -8.679 31.724 -13.099
H: -8.170 32.619 -14.259
C: -5.166 22.905 -22.115
C: -5.629 21.778 -21.192
C: -6.654 22.247 -20.145
O: -6.190 23.340 -19.318
C: -7.041 23.769 -18.213
N: -6.235 20.727 -22.022
H: -4.516 23.664 -21.679
H: -6.077 23.340 -22.527
H: -4.683 22.447 -22.978
H: -4.780 21.351 -20.659
H: -6.947 21.433 -19.482
H: -7.551 22.613 -20.644
H: -7.415 22.941 -17.612
H: -7.959 24.116 -18.687
H: -6.646 24.501 -17.509
H: -5.636 20.440 -22.783
H: -7.069 21.062 -22.484
C: 1.265 24.561 -17.564
C: 1.036 24.846 -19.048
C: 1.333 23.591 -19.944
O: 2.635 23.077 -19.710
C: 2.944 22.137 -20.697
N: -0.308 25.340 -19.262
H: 0.866 23.587 -17.280
H: 0.759 25.339 -16.993
H: 2.345 24.540 -17.422
H: 1.748 25.634 -19.294
H: 1.194 23.835 -20.997
H: 0.568 22.861 -19.680
H: 2.819 22.531 -21.706
H: 2.379 21.225 -20.504
H: 3.990 21.832 -20.669
H: -0.940 24.844 -18.649
H: -0.690 25.163 -20.180

The value obtained for the gap between HOMO and LUMO is 8.44 eV. As for the LUMO energy: 0.57 eV. The value obtained for the energy above the lowest of the compared OMol25 structures with the same formula, charge and spin is 0.0 kcal/mol. The calculation puts the total energy at -5840.4882 hartree. For the maximum force, the calculation gives 3.1 eV Å⁻¹. The value obtained for the HOMO energy is -7.872 eV. Its net charge is 0.

[2]
This record from the Open Molecules 2025 dataset describes a structure of composition C34H63BrCl2N2O3OsSi8Te at a distorted geometry. The level of theory is ωB97M-V/def2-TZVPD.

Positions of all 115 atoms, in Å:
Os: 0.208 1.421 0.974
Cl: 5.252 2.310 1.280
C: 4.095 2.253 2.578
C: 4.533 2.392 3.890
C: 3.646 2.355 4.937
Cl: 4.251 2.533 6.576
C: 2.263 2.192 4.713
C: 1.266 2.163 5.719
C: -0.049 2.017 5.363
C: -0.399 1.896 4.008
N: 0.509 1.914 3.047
C: 1.830 2.052 3.378
C: 2.740 2.063 2.261
O: 2.264 1.915 1.081
H: 5.589 2.528 4.083
H: 1.555 2.253 6.758
H: -0.827 1.990 6.113
H: -1.427 1.766 3.696
C: 2.810 0.368 -1.717
Si: 1.207 0.789 -2.592
C: -0.113 -0.518 -2.287
C: 1.592 0.766 -4.453
Si: 0.209 2.836 -2.055
Si: 1.594 4.527 -2.863
C: 0.997 6.243 -2.348
C: 3.297 4.261 -2.098
C: 1.844 4.603 -4.740
Si: -1.911 2.907 -3.027
C: -2.773 4.509 -2.525
C: -1.870 2.895 -4.921
C: -3.027 1.471 -2.525
H: 2.957 -0.715 -1.687
H: 2.802 0.725 -0.689
H: 3.663 0.828 -2.219
H: 0.300 -1.519 -2.256
H: -0.874 -0.483 -3.067
H: -0.604 -0.339 -1.324
H: 1.772 -0.254 -4.800
H: 2.484 1.354 -4.668
H: 0.774 1.184 -5.040
H: 0.880 6.296 -1.266
H: 0.029 6.477 -2.792
H: 1.712 7.009 -2.657
H: 3.216 3.892 -1.074
H: 3.880 5.185 -2.082
H: 3.857 3.511 -2.659
H: 0.906 4.788 -5.263
H: 2.247 3.665 -5.117
H: 2.542 5.402 -5.002
H: -2.271 5.379 -2.952
H: -2.762 4.634 -1.442
H: -3.815 4.510 -2.855
H: -1.251 3.696 -5.323
H: -2.879 3.009 -5.322
H: -1.468 1.951 -5.290
H: -2.817 1.152 -1.502
H: -2.871 0.613 -3.177
H: -4.079 1.762 -2.584
C: 0.023 3.183 -0.218
H: 0.815 3.878 0.089
H: -0.939 3.679 -0.037
C: 0.644 -6.297 3.046
Si: 0.638 -4.395 3.022
C: -0.812 -3.844 4.093
C: 2.238 -3.910 3.884
Si: 0.407 -3.299 0.949
Te: 0.953 -1.007 1.748
Si: 2.074 -4.214 -0.448
C: 2.055 -3.850 -2.301
C: 3.766 -3.692 0.192
C: 2.016 -6.110 -0.387
Si: -1.725 -3.874 0.147
C: -2.033 -3.409 -1.653
C: -3.118 -3.155 1.182
C: -1.936 -5.759 0.205
H: 0.443 -6.651 4.061
H: 1.614 -6.688 2.743
H: -0.102 -6.731 2.386
H: -0.576 -3.940 5.155
H: -1.706 -4.433 3.883
H: -1.044 -2.799 3.888
H: 2.275 -4.345 4.886
H: 2.308 -2.826 3.964
H: 3.110 -4.252 3.326
H: 2.334 -2.824 -2.526
H: 1.075 -4.027 -2.744
H: 2.773 -4.512 -2.792
H: 3.751 -2.644 0.492
H: 4.536 -3.826 -0.572
H: 4.045 -4.276 1.069
H: 1.128 -6.493 -0.889
H: 1.993 -6.478 0.634
H: 2.893 -6.533 -0.884
H: -2.070 -2.329 -1.783
H: -2.988 -3.829 -1.976
H: -1.252 -3.790 -2.311
H: -2.847 -2.175 1.573
H: -3.336 -3.797 2.036
H: -4.028 -3.049 0.587
H: -1.209 -6.268 -0.428
H: -2.937 -6.034 -0.137
H: -1.811 -6.136 1.217
Br: -6.267 4.151 -0.807
C: -5.780 2.652 0.260
C: -6.780 1.926 0.887
N: -6.517 0.877 1.672
C: -5.239 0.540 1.842
C: -4.176 1.205 1.238
C: -4.456 2.298 0.421
C: -2.744 0.747 1.522
O: -2.580 -0.089 2.416
O: -1.895 1.337 0.786
H: -7.822 2.200 0.757
H: -5.025 -0.300 2.488
H: -3.644 2.839 -0.047

The value obtained for the gap between HOMO and LUMO (spin up / spin down) is 4.49 / 4.48 eV. As for the LUMO energy (spin up / spin down): 3.65 / 3.65 eV. The value obtained for the energy above the lowest of the compared OMol25 structures with the same formula, charge and spin is 22.9 kcal/mol. The calculation puts the total energy at -7837.9294 hartree. For the maximum force, the calculation gives 1.7 eV Å⁻¹. The value obtained for the HOMO energy (spin up / spin down) is -0.841 / -0.830 eV. Its net charge is -2.

[3]
This record from the Open Molecules 2025 dataset describes the molecule C4H4N2O. The level of theory is ωB97M-V/def2-TZVPD.

Positions of all 11 atoms, in Å:
O: 2.340 -1.034 0.508
C: 1.235 -0.644 0.222
C: 0.937 0.812 -0.120
C: -0.425 1.251 -0.525
N: -1.308 0.291 -0.230
C: -1.015 -1.055 0.029
N: 0.140 -1.552 0.209
H: 1.754 1.269 -0.683
H: 0.913 1.405 0.813
H: -2.286 0.516 -0.341
H: -1.886 -1.710 0.019

The value obtained for the gap between HOMO and LUMO is 8.49 eV. As for the LUMO energy: -0.37 eV. The value obtained for the energy above the lowest of the compared OMol25 structures with the same formula, charge and spin is 57.0 kcal/mol. The calculation puts the total energy at -339.4909 hartree. For the maximum force, the calculation gives 0.6 eV Å⁻¹. The value obtained for the HOMO energy is -8.865 eV. Its net charge is 0.